3 unconnected molecules or ions with the total composition C3H11N2 at a distorted geometry, computed with the ωB97M-V functional and the def2-TZVPD basis.

Structure (XYZ):
```
16
Properties=species:S:1:pos:R:3:lowdin_charge:R:1
N 2.167 0.061 1.044 0.1768
C 1.057 0.059 0.087 -0.4004
C 0.110 1.223 0.083 -0.0528
C 0.231 -1.266 0.032 -0.1745
N -0.748 -1.025 -0.925 0.3659
H -12.116 3.057 -1.950 0.0021
H 3.060 0.112 0.707 0.0766
H 2.082 0.796 1.607 0.0427
H 1.386 0.092 -1.010 0.1669
H 0.511 2.229 0.021 0.1041
H -0.435 1.424 1.001 0.0974
H -0.682 1.105 -0.646 0.0918
H 0.773 -2.119 -0.372 0.2026
H -0.003 -1.345 1.121 0.1699
H -11.338 2.948 -1.566 -0.0021
H -1.561 -1.644 -0.954 0.1331
```

Output
- Charge: +1
- Highest occupied orbital energy: -14.611 eV
- LUMO level: -0.3434 hartree
- Molecular weight: 75.13 g/mol
- Relative energy (zero: lowest compared OMol25 entry of this formula, charge and spin): 181.8 kcal per mole
- Max |F|: 5.51 eV/A
- Frontier orbital gap: 5.27 eV

=====

A gas-phase ion, C2H3IN3S (charge +1) at a distorted geometry, computed with the ωB97M-V functional and the def2-TZVPD basis.

Structure (XYZ):
```
10
Properties=species:S:1:pos:R:3:lowdin_charge:R:1
C -1.035 1.039 0.071 -0.1067
C 1.096 0.339 0.029 -0.5769
N -0.379 2.142 0.026 -0.2888
N -0.146 -0.111 0.076 -0.1844
N -0.626 -1.430 0.076 0.1247
S 1.191 2.045 -0.025 1.0887
I 3.255 -1.191 -0.327 0.5957
H -2.012 0.989 0.297 0.1102
H -1.241 -1.660 -0.720 0.1414
H -0.103 -2.163 0.498 0.0960
```

Output
- Charge: +1
- Highest occupied orbital energy: -14.501 eV
- LUMO level: -0.2543 hartree
- Molecular weight: 228.04 g/mol
- Relative energy (zero: lowest compared OMol25 entry of this formula, charge and spin): 49.4 kcal per mole
- Max |F|: 4.91 eV/A
- Frontier orbital gap: 7.58 eV

=====

A molecular structure, C14H28AsFN4O3P2S4Ti at a distorted geometry, computed with the ωB97M-V functional and the def2-TZVPD basis.

Structure (XYZ):
```
58
Properties=species:S:1:pos:R:3:lowdin_charge:R:1
Ti 0.331 1.133 0.815 0.2940
S 1.938 4.292 2.923 -0.2473
As 0.581 2.649 2.871 -0.2605
S 1.726 0.722 2.679 0.0850
S 0.765 2.980 -0.645 0.5804
S -0.972 2.465 4.311 -0.2502
C -3.409 -0.220 2.053 -0.1421
N -3.620 0.119 0.653 -0.3843
C -4.482 -0.825 -0.016 -0.1860
P -2.286 0.637 -0.317 0.8045
O -1.517 1.489 0.836 -0.6133
O -0.582 -1.246 1.202 -0.3538
P 0.645 -1.652 0.452 0.2989
O 1.335 -0.402 -0.117 -0.4363
N 0.405 -2.632 -0.892 -0.2967
C -0.284 -3.884 -0.666 -0.1362
C 0.049 -2.015 -2.158 -0.1307
N 1.631 -2.573 1.409 -0.3100
C 1.387 -2.711 2.834 -0.1451
C 3.018 -2.721 1.017 -0.1186
N -3.094 1.824 -1.237 -0.4039
C -2.499 2.185 -2.507 -0.1873
C -3.710 2.949 -0.558 -0.1411
H -4.371 -0.158 2.577 0.0729
H -2.720 0.481 2.519 0.0407
H -3.006 -1.234 2.173 0.0648
H -5.484 -0.802 0.429 0.0677
H -4.109 -1.861 0.053 0.0667
H -4.581 -0.565 -1.072 0.0553
H -0.014 -4.288 0.310 0.0705
H 0.001 -4.615 -1.431 0.0712
H -1.376 -3.762 -0.696 0.0769
H 0.555 -1.057 -2.252 0.0654
H -1.031 -1.842 -2.237 0.0635
H 0.365 -2.672 -2.977 0.0726
H 0.362 -2.421 3.054 0.0728
H 2.045 -2.056 3.411 0.0444
H 1.552 -3.753 3.135 0.0706
H 3.118 -2.604 -0.061 0.0733
H 3.385 -3.716 1.295 0.0718
H 3.642 -1.961 1.501 0.0814
H -1.987 1.318 -2.929 0.0544
H -1.762 2.992 -2.410 0.0478
H -3.282 2.503 -3.208 0.0650
H -4.102 2.620 0.403 0.0704
H -4.533 3.348 -1.163 0.0672
H -2.987 3.753 -0.376 0.0817
F 6.159 0.878 -1.843 0.0052
C 4.919 1.393 -1.578 -0.2945
C 4.703 2.041 -0.382 -0.0125
C 3.440 2.556 -0.121 -0.1172
C 2.407 2.414 -1.050 -0.6640
C 2.669 1.751 -2.248 -0.1287
C 3.928 1.238 -2.525 -0.0382
H 5.500 2.129 0.345 0.1138
H 3.234 3.057 0.821 0.0284
H 1.865 1.620 -2.963 0.0962
H 4.141 0.710 -3.445 0.1035
```

Output
- Charge: -2
- Highest occupied orbital energy: -0.725 eV
- LUMO level: 0.1658 hartree
- Molecular weight: 632.41 g/mol
- Relative energy (zero: lowest compared OMol25 entry of this formula, charge and spin): 6.8 kcal per mole
- Max |F|: 1.11 eV/A
- Frontier orbital gap: 5.24 eV

=====

A gas-phase ion, C3H5O3P (charge -2) at a distorted geometry, computed with the ωB97M-V functional and the def2-TZVPD basis.

Structure (XYZ):
```
12
Properties=species:S:1:pos:R:3:lowdin_charge:R:1
C 0.528 0.107 -0.518 -0.2755
C -0.210 -0.523 0.641 -0.2247
C -0.433 0.939 0.222 -0.3308
O 1.775 1.479 1.719 -0.4868
O 0.643 3.480 0.656 -0.5469
O -0.430 2.241 2.660 -0.4935
P 0.443 2.157 1.447 0.0252
H 1.579 0.213 -0.354 0.0580
H 0.421 -0.162 -1.584 0.0644
H -0.703 -1.519 0.613 0.0582
H 0.475 -0.396 1.530 0.0724
H -1.441 1.244 -0.114 0.0799
```

Output
- Charge: -2
- Highest occupied orbital energy: 1.217 eV
- LUMO level: 0.2596 hartree
- Molecular weight: 120.04 g/mol
- Structure (SMILES): O=P([O-])([O-])C1CC1
- Relative energy (zero: lowest compared OMol25 entry of this formula, charge and spin): 8.9 kcal per mole
- Max |F|: 2.22 eV/A
- Frontier orbital gap: 5.85 eV

=====

A gas-phase ion, C7H12N4O (charge +2) at a distorted geometry, computed with the ωB97M-V functional and the def2-TZVPD basis.

Structure (XYZ):
```
24
Properties=species:S:1:pos:R:3:lowdin_charge:R:1
C -0.323 -0.970 0.639 0.0303
C 0.065 -0.510 1.694 0.0085
C -1.797 -0.186 -1.098 -0.0444
C -0.163 1.298 -0.526 -0.4983
C -0.791 -1.304 -0.724 -0.0349
C 0.676 -0.649 -1.701 -0.1553
C 0.224 0.214 2.915 -0.1091
N -1.471 0.989 -0.833 0.1997
N 0.778 0.698 -1.359 0.1260
N 0.503 -0.916 -3.221 0.2214
N -0.280 1.698 2.881 0.2377
O 0.041 2.240 0.243 0.0773
H -2.774 -0.451 -1.381 0.1284
H -1.122 -2.257 -1.078 0.1290
H 1.560 -1.157 -1.367 0.1550
H 1.323 0.250 3.092 0.1522
H -0.103 -0.501 3.726 0.1702
H 1.703 1.042 -1.376 0.1588
H -0.035 -0.155 -3.782 0.2270
H 0.285 -1.949 -3.392 0.2059
H 1.474 -0.885 -3.586 0.1720
H 0.091 1.975 1.864 0.1441
H 0.091 2.236 3.647 0.1712
H -1.236 1.623 2.753 0.1275
```

Output
- Charge: +2
- Highest occupied orbital energy: -17.432 eV
- LUMO level: -0.2779 hartree
- Molecular weight: 168.20 g/mol
- Structure (SMILES): [NH3+]CC#C[C@H]1C=NC(=O)N[C@@H]1[NH3+]
- Relative energy (zero: lowest compared OMol25 entry of this formula, charge and spin): 34.8 kcal per mole
- Max |F|: 5.39 eV/A
- Frontier orbital gap: 9.87 eV

=====

2 unconnected molecules or ions with the total composition C4H9NO at a distorted geometry, computed with the ωB97M-V functional and the def2-TZVPD basis.

Structure (XYZ):
```
15
Properties=species:S:1:pos:R:3:lowdin_charge:R:1
C 2.204 -2.734 -2.085 -0.1080
C 3.664 -3.117 -1.807 -0.2351
C 4.470 -2.580 -0.922 -0.0135
H 2.012 -2.301 -3.087 0.0685
H 1.995 -1.831 -1.460 0.0684
H 1.487 -3.574 -1.805 0.0868
H 4.104 -3.719 -2.493 0.0503
H 5.487 -2.857 -1.062 0.0455
H 4.314 -1.629 -0.541 0.0372
C -4.918 4.004 3.183 -0.4218
N -5.246 4.327 1.907 0.1214
O -4.358 4.583 4.095 0.0202
H -5.144 2.924 3.384 0.1254
H -4.528 4.833 1.396 0.1133
H -5.543 3.673 1.297 0.0415
```

Output
- Highest occupied orbital energy: -9.844 eV
- LUMO level: 0.0326 hartree
- Molecular weight: 87.12 g/mol
- Structure (SMILES): C=CC.NC=O
- Relative energy (zero: lowest compared OMol25 entry of this formula, charge and spin): 60.1 kcal per mole
- Max |F|: 4.60 eV/A
- Frontier orbital gap: 10.73 eV

=====

A molecular structure, C2H11N5 at a distorted geometry, computed with the ωB97M-V functional and the def2-TZVPD basis.

Structure (XYZ):
```
18
Properties=species:S:1:pos:R:3:lowdin_charge:R:1
C 1.588 1.227 -0.427 -0.2146
N -0.198 -0.099 -1.890 -0.0883
N 1.049 -0.099 -0.522 -0.1488
N -1.243 0.607 -1.486 -0.1310
H -0.419 -1.080 -1.707 0.0607
H 1.755 -0.792 -0.764 0.0615
H -1.491 0.308 -0.228 0.0717
H -1.106 1.583 -1.748 0.0517
H 2.216 1.508 -1.284 0.0620
H 2.168 1.361 0.494 0.0654
H 0.752 1.936 -0.379 0.0538
N 0.084 -1.658 1.648 0.0263
C -1.479 -0.085 1.131 -0.1587
N -0.196 -0.389 1.464 -0.0811
H -0.527 -2.374 1.256 0.1104
H 1.073 -1.865 1.639 0.0988
H -1.816 0.815 1.638 0.0810
H -2.209 -0.902 1.164 0.0791
```

Output
- Highest occupied orbital energy (spin up / spin down): -6.990 / -6.990 eV
- LUMO level (spin up / spin down): 0.0112 / 0.0111 hartree
- Molecular weight: 105.14 g/mol
- Relative energy (zero: lowest compared OMol25 entry of this formula, charge and spin): 165.0 kcal per mole
- Max |F|: 3.08 eV/A
- Frontier orbital gap (spin up / spin down): 7.30 / 7.29 eV

=====

11 unconnected molecules or ions with the total composition C38H107N9O11 at a distorted geometry, computed with the ωB97M-V functional and the def2-TZVPD basis.

Structure (XYZ):
```
165
Properties=species:S:1:pos:R:3:lowdin_charge:R:1
C 0.832 -2.571 -2.186 -0.0297
C 0.456 -3.206 -3.566 -0.4082
C -0.726 -2.683 -4.395 -0.1754
O -1.102 -3.552 -5.490 -0.1919
C -2.292 -3.305 -6.180 -0.1118
N 1.667 -3.488 -4.317 0.0421
H 1.033 -1.500 -2.213 0.0629
H 1.703 -2.997 -1.688 0.0539
H 0.047 -2.518 -1.431 0.0421
H -0.020 -4.154 -3.316 0.1219
H -0.514 -1.671 -4.740 0.1179
H -1.557 -2.570 -3.698 0.1060
H -2.289 -2.255 -6.472 0.0848
H -3.128 -3.472 -5.501 0.0797
H -2.430 -3.972 -7.031 0.0912
H 2.127 -4.273 -3.878 0.0732
H 1.379 -3.894 -5.196 0.0630
C 2.393 3.671 -1.810 -0.0584
C 3.347 4.904 -1.760 -0.3980
C 4.034 5.166 -3.074 -0.2132
O 5.093 6.131 -2.884 -0.1719
C 5.586 6.632 -4.088 -0.1265
N 2.498 6.075 -1.422 0.0523
H 1.750 3.723 -2.689 0.0695
H 1.796 3.461 -0.923 0.0511
H 2.923 2.745 -2.035 0.0691
H 4.168 4.746 -1.061 0.1078
H 3.249 5.477 -3.764 0.1214
H 4.344 4.174 -3.403 0.1245
H 6.211 5.854 -4.525 0.0847
H 6.220 7.506 -3.938 0.0893
H 4.772 6.818 -4.789 0.0832
H 3.081 6.899 -1.389 0.0667
H 1.815 6.280 -2.138 0.0709
C 1.211 -6.876 1.872 -0.0670
C 0.398 -5.645 1.968 -0.3813
C 0.578 -4.802 3.347 -0.1212
O -0.409 -3.775 3.439 -0.2397
C -0.437 -3.066 4.653 -0.0908
N 0.778 -4.851 0.802 0.0284
H 2.276 -6.651 1.812 0.0733
H 1.020 -7.486 0.989 0.0886
H 1.020 -7.509 2.739 0.0815
H -0.672 -5.772 1.808 0.1200
H 1.597 -4.416 3.344 0.1165
H 0.524 -5.504 4.180 0.1200
H -0.262 -3.723 5.506 0.0877
H -1.445 -2.696 4.836 0.0804
H 0.305 -2.268 4.697 0.0958
H 0.400 -5.198 -0.068 0.0930
H 0.311 -3.956 0.834 0.0306
C 5.181 2.831 0.386 -0.0745
C 5.501 2.304 1.760 -0.4163
C 4.399 1.275 2.209 -0.1864
O 4.660 0.931 3.566 -0.1794
C 3.702 0.062 4.132 -0.1006
N 6.794 1.654 1.658 0.0453
H 5.228 2.116 -0.435 0.0764
H 5.881 3.627 0.134 0.0854
H 4.192 3.289 0.422 0.0530
H 5.557 3.096 2.506 0.1389
H 4.430 0.412 1.545 0.1025
H 3.411 1.711 2.062 0.1055
H 2.789 0.627 4.318 0.0869
H 4.126 -0.467 4.985 0.0916
H 3.361 -0.676 3.405 0.0547
H 6.667 0.679 1.429 0.0569
H 7.124 1.482 2.597 0.0683
C -5.249 2.537 0.431 -0.0468
C -4.479 1.817 -0.715 -0.3853
C -4.553 2.550 -2.100 -0.1359
O -5.902 2.798 -2.639 -0.1651
C -6.730 1.656 -2.763 -0.1295
N -3.082 1.598 -0.245 0.0705
H -5.067 2.022 1.374 0.0539
H -6.330 2.678 0.427 0.0744
H -4.809 3.528 0.547 0.0740
H -4.942 0.835 -0.816 0.0939
H -3.969 1.976 -2.820 0.1002
H -3.899 3.419 -2.025 0.1141
H -6.317 0.701 -3.089 0.0758
H -7.538 1.796 -3.482 0.0853
H -7.189 1.381 -1.814 0.0744
H -2.622 0.973 -0.892 0.0335
H -3.214 1.039 0.586 0.0452
C -2.908 -4.010 1.435 -0.0448
C -2.097 -3.426 0.270 -0.3628
C -3.018 -2.551 -0.658 -0.1763
O -3.895 -3.347 -1.390 -0.1669
C -4.945 -2.704 -1.988 -0.1220
N -1.121 -2.528 0.896 0.0443
H -2.315 -4.410 2.258 0.0578
H -3.587 -4.798 1.110 0.0859
H -3.465 -3.206 1.916 0.0741
H -1.686 -4.313 -0.210 0.1252
H -2.390 -2.047 -1.393 0.1028
H -3.506 -1.786 -0.053 0.1081
H -5.618 -3.467 -2.380 0.0996
H -4.654 -2.018 -2.784 0.0804
H -5.459 -2.056 -1.277 0.0690
H -1.741 -1.835 1.290 0.0488
H -0.786 -2.997 1.725 0.0346
C 3.671 -2.685 1.585 -0.0623
C 4.058 -3.265 0.225 -0.3976
C 5.615 -3.210 -0.017 -0.1610
O 6.139 -1.877 -0.008 -0.2031
C 5.701 -1.089 -1.069 -0.1181
N 3.566 -4.641 0.327 0.0093
H 3.970 -1.639 1.507 0.0430
H 4.249 -3.045 2.436 0.0911
H 2.606 -2.805 1.783 0.0615
H 3.509 -2.875 -0.632 0.1037
H 5.903 -3.745 -0.922 0.1170
H 6.106 -3.769 0.780 0.1204
H 6.132 -0.117 -0.831 0.0750
H 4.626 -0.999 -1.228 0.0829
H 6.226 -1.515 -1.924 0.0936
H 2.587 -4.585 0.568 -0.0145
H 4.054 -5.180 1.027 0.0578
C -1.925 5.824 0.207 -0.0732
C -0.827 4.858 0.561 -0.4386
C 0.375 5.470 1.361 -0.2141
O 1.334 4.478 1.629 -0.2159
C 2.432 4.888 2.554 -0.0373
N -1.497 3.794 1.289 0.0319
H -2.429 6.152 1.116 0.0798
H -2.706 5.465 -0.464 0.0640
H -1.571 6.735 -0.276 0.0687
H -0.394 4.304 -0.271 0.1136
H -0.074 5.715 2.323 0.1199
H 0.699 6.369 0.837 0.1090
H 2.102 5.055 3.579 0.0851
H 3.035 5.680 2.109 0.0863
H 3.131 4.053 2.615 0.0553
H -1.994 3.212 0.630 0.0180
H -0.802 3.272 1.803 0.0576
C -6.383 -0.617 1.190 -0.0751
C -6.160 -0.973 2.572 -0.4831
C -4.904 -0.379 3.250 -0.1592
O -3.753 -0.369 2.360 -0.2307
C -2.502 -0.198 3.000 -0.0969
N -7.312 -0.578 3.345 0.0526
H -5.503 -0.813 0.576 0.0558
H -6.770 0.401 1.148 0.0771
H -7.253 -1.197 0.884 0.0967
H -6.014 -2.052 2.630 0.1418
H -4.738 -0.937 4.172 0.1210
H -5.040 0.649 3.586 0.1203
H -2.472 0.647 3.687 0.1014
H -1.737 0.040 2.261 0.0718
H -2.201 -1.148 3.441 0.0667
H -7.272 0.431 3.369 0.0737
H -7.057 -0.812 4.293 0.0704
C 1.039 0.596 0.214 -0.1312
O 0.756 -0.311 1.283 -0.1487
H 1.880 0.290 -0.407 0.0683
H 0.138 0.677 -0.395 0.0615
H 1.331 1.528 0.698 0.0641
H 0.464 -1.164 0.953 0.0139
C -0.711 1.472 -3.068 -0.1287
O -1.546 0.460 -2.483 -0.1554
H -1.270 2.170 -3.692 0.0735
H -0.258 2.164 -2.359 0.0633
H 0.042 1.102 -3.763 0.0788
H -1.973 -0.105 -3.131 0.0686
```

Output
- Highest occupied orbital energy: -8.237 eV
- LUMO level: 0.0153 hartree
- Molecular weight: 866.33 g/mol
- Structure (SMILES): COC[C@H](C)N.COC[C@H](C)N.COC[C@H](C)N.COC[C@H](C)N.COC[C@H](C)N.COC[C@H](C)N.COC[C@H](C)N.COC[C@H](C)N.COC[C@H](C)N.CO.CO
- Relative energy (zero: lowest compared OMol25 entry of this formula, charge and spin): 98.2 kcal per mole
- Max |F|: 2.42 eV/A
- Frontier orbital gap: 8.65 eV

=====

| no. | energy (eV) |
| --- | --- |
| 1 | -6255.6974 |
| 2 | -25518.1938 |
| 3 | -175674.7747 |
| 4 | -18622.6725 |
| 5 | -15441.3879 |
| 6 | -7829.7137 |
| 7 | -9696.2585 |
| 8 | -77066.0821 |